(1)
The following is a quantum chemistry calculation of C23H24IMoN4O2S as an isolated structure in a non-equilibrium geometry, from OMol25.

```
! wB97M-V def2-TZVPD RIJCOSX def2/J DEFGRID3
* xyz 3 1
Mo -0.430 0.082 -0.595
C -0.911 -3.870 1.578
C -1.841 -2.815 2.054
N -2.697 -3.100 3.002
C -3.504 -2.221 3.545
C -3.462 -0.859 3.220
C -4.350 0.064 4.008
O -3.841 1.362 4.134
C -2.567 -0.468 2.197
C -2.204 0.882 1.915
N -1.273 1.247 1.076
C -0.677 2.507 1.322
C -1.404 3.695 1.385
C -0.769 4.888 1.691
C 0.589 4.905 1.973
C 1.323 3.725 1.956
C 0.691 2.544 1.614
I 1.778 0.676 1.584
C -1.797 -1.488 1.541
O -1.076 -1.138 0.521
H -1.454 -4.726 1.182
H -0.200 -3.478 0.851
H -0.360 -4.245 2.442
H -4.165 -2.604 4.311
H -5.323 0.099 3.477
H -4.548 -0.389 4.984
H -4.072 1.725 4.999
H -2.639 1.636 2.574
H -2.466 3.683 1.190
H -1.336 5.805 1.724
H 1.085 5.834 2.216
H 2.375 3.743 2.203
C 0.582 0.229 -2.860
C -0.798 -0.017 -2.961
C -1.729 0.880 -2.375
C -1.243 2.030 -1.709
C 0.137 2.204 -1.512
C 1.055 1.289 -2.072
H 1.288 -0.372 -3.425
H -1.158 -0.790 -3.636
H -2.786 0.802 -2.622
H -1.935 2.817 -1.421
H 0.504 3.140 -1.096
H 2.118 1.511 -2.051
S 1.066 -2.147 -1.195
C 0.162 -3.450 -1.854
N -1.160 -3.606 -1.811
C -1.571 -4.886 -2.387
C -0.238 -5.461 -2.908
N 0.732 -4.466 -2.469
H -1.799 -3.014 -1.302
H -2.302 -4.729 -3.181
H -2.025 -5.523 -1.623
H -0.222 -5.555 -3.997
H -0.008 -6.441 -2.482
H 1.722 -4.572 -2.638
*
```

Properties
- HOMO energy (spin up / spin down): -17.34 / -17.34 eV
- Energy: -2023.42599 Ha
- LUMO (spin up / spin down): -11.72 / -11.72 eV


(2)
The following is a quantum chemistry calculation of the molecule C3H4O2, from OMol25.

```
! wB97M-V def2-TZVPD RIJCOSX def2/J DEFGRID3
* xyz 0 1
C 1.036 -0.383 0.286
C 0.202 0.831 0.018
O 0.524 1.971 0.119
C -1.682 -0.565 -0.238
O -1.127 0.601 -0.471
H 1.896 -0.077 0.882
H 1.387 -0.789 -0.669
H 0.450 -1.159 0.777
H -2.686 -0.431 -0.704
*
```

Properties
- Energy relative to the best compared isomer or geometry (same formula, charge and spin): 68.1 kcal/mol
- HOMO energy: -9.24 eV
- Energy: -267.08430 Ha
- LUMO: -0.03 eV


(3)
The following is a quantum chemistry calculation of the molecule C5H9ClN2O4 in a non-equilibrium geometry, from OMol25.

```
! wB97M-V def2-TZVPD RIJCOSX def2/J DEFGRID3
* xyz 0 1
C -3.054 -2.022 0.423
C -1.939 0.488 -0.222
C 1.010 0.216 0.381
C 1.866 2.352 0.323
C 2.352 -1.430 -0.692
N -3.387 0.232 -0.157
N 0.071 -0.586 0.572
O -3.764 -0.995 0.140
O -1.211 0.031 0.875
O 0.841 1.538 0.581
O 2.201 -0.136 -0.054
Cl -1.848 2.258 -0.452
H -1.993 -1.904 0.702
H -3.601 -2.895 0.491
H -1.473 0.170 -1.127
H 1.557 3.387 0.482
H 2.163 2.325 -0.733
H 2.699 2.263 1.176
H 1.804 -2.155 -0.202
H 3.499 -1.610 -0.709
H 2.207 -1.526 -1.800
*
```

Properties
- Energy relative to the best compared isomer or geometry (same formula, charge and spin): 89.1 kcal/mol
- HOMO energy (spin up / spin down): -8.31 / -8.72 eV
- Energy: -1066.29462 Ha
- LUMO (spin up / spin down): -0.02 / 0.16 eV


(4)
The following is a quantum chemistry calculation of a 7-piece molecular cluster, C40H43F48NO12S overall in a non-equilibrium geometry, from OMol25.

```
! wB97M-V def2-TZVPD RIJCOSX def2/J DEFGRID3
* xyz 0 1
N 3.388 -2.958 1.955
C 2.031 -2.314 1.755
C 2.323 -0.714 1.761
C 0.936 0.123 1.563
C 1.357 1.668 1.515
C 0.553 2.553 0.450
O 1.217 3.063 -0.494
O -0.828 2.857 0.493
S 0.169 -0.521 0.013
O 0.909 -0.102 -1.236
O -1.250 0.001 -0.127
O 0.019 -2.187 0.158
C 1.299 -2.820 0.422
C 1.009 -4.416 0.567
C -0.543 -4.740 0.828
C -1.066 -4.267 2.271
C -2.609 -3.808 2.300
O -2.627 -2.357 2.449
H 3.793 -2.427 2.751
H 3.273 -3.923 2.296
H 1.451 -2.519 2.719
H 2.960 -0.475 0.835
H 2.849 -0.407 2.722
H 0.225 -0.096 2.441
H 1.209 2.096 2.564
H 2.481 1.775 1.292
H -1.169 2.536 -0.380
H 2.056 -2.711 -0.439
H 1.608 -4.899 1.407
H 1.336 -4.954 -0.400
H -1.217 -4.390 -0.038
H -0.638 -5.888 0.818
H -0.996 -5.166 2.989
H -0.456 -3.433 2.747
H -3.097 -4.238 3.249
H -3.170 -4.114 1.352
H -3.261 -2.008 1.778
C 6.715 5.291 -1.176
C 7.089 5.184 0.318
C 7.931 3.971 0.718
F 7.307 2.804 0.477
F 8.188 3.995 2.051
F 5.959 5.260 1.062
F 7.812 6.303 0.623
O 5.410 4.832 -1.559
C 5.252 3.452 -1.820
C 4.300 2.771 -0.831
F 4.729 2.901 0.446
F 4.214 1.441 -1.079
F 6.461 2.864 -1.880
F 4.735 3.367 -3.067
H 6.692 6.360 -1.403
H 7.493 4.888 -1.829
H 8.891 3.967 0.193
H 3.298 3.201 -0.893
C -2.442 -10.313 4.299
C -1.484 -10.621 5.470
C -1.208 -9.468 6.436
F -0.626 -8.414 5.836
F -0.355 -9.867 7.413
F -0.330 -11.128 4.973
F -2.056 -11.632 6.189
O -1.847 -9.995 3.031
C -1.459 -8.657 2.809
C 0.057 -8.507 2.630
F 0.733 -8.957 3.707
F 0.398 -7.206 2.473
F -1.956 -7.876 3.785
F -2.091 -8.273 1.671
H -2.986 -11.242 4.105
H -3.216 -9.593 4.574
H -2.130 -9.128 6.918
H 0.403 -9.065 1.758
C -4.205 3.633 1.538
C -5.125 2.399 1.649
C -5.984 2.085 0.424
F -6.842 3.077 0.122
F -6.744 0.983 0.651
F -5.888 2.518 2.762
F -4.313 1.322 1.868
O -4.681 4.855 2.122
C -5.538 5.662 1.344
C -6.940 5.790 1.951
F -7.532 4.586 2.097
F -7.745 6.527 1.149
F -5.553 5.214 0.075
F -4.959 6.884 1.299
H -3.310 3.396 2.121
H -3.836 3.786 0.521
H -5.362 1.885 -0.454
H -6.897 6.265 2.933
C -5.438 -7.553 -3.509
C -6.666 -7.896 -2.638
C -7.349 -6.718 -1.942
F -6.535 -6.079 -1.082
F -8.407 -7.152 -1.211
F -6.319 -8.855 -1.747
F -7.587 -8.472 -3.467
O -4.143 -7.740 -2.920
C -3.628 -6.692 -2.127
C -3.446 -7.097 -0.660
F -4.609 -7.497 -0.104
F -3.004 -6.046 0.074
F -4.392 -5.594 -2.279
F -2.422 -6.381 -2.656
H -5.451 -8.265 -4.339
H -5.528 -6.574 -3.986
H -7.723 -5.992 -2.670
H -2.731 -7.916 -0.567
C 2.222 6.462 0.719
C 2.174 5.725 2.075
C 0.889 5.900 2.885
F 0.658 7.180 3.225
F 0.970 5.206 4.052
F 3.263 6.068 2.802
F 2.311 4.392 1.803
O 2.909 7.722 0.681
C 2.184 8.873 1.058
C 2.749 9.538 2.319
F 2.751 8.692 3.371
F 1.997 10.606 2.677
F 0.877 8.571 1.163
F 2.284 9.733 0.019
H 2.811 5.824 0.053
H 1.240 6.522 0.244
H 0.021 5.524 2.334
H 3.776 9.874 2.155
C 2.203 5.733 -6.678
C 1.540 4.429 -7.172
C 2.256 3.128 -6.808
F 3.495 3.056 -7.327
F 1.577 2.060 -7.300
F 1.338 4.518 -8.509
F 0.295 4.384 -6.609
O 3.017 6.452 -7.616
C 4.364 6.051 -7.756
C 4.675 5.510 -9.156
F 3.899 4.450 -9.466
F 5.960 5.089 -9.233
F 4.683 5.187 -6.774
F 5.107 7.159 -7.531
H 1.383 6.423 -6.462
H 2.711 5.602 -5.719
H 2.327 3.006 -5.723
H 4.514 6.278 -9.915
*
```

Properties
- HOMO energy: -9.95 eV
- Energy: -7699.27621 Ha
- LUMO: 0.17 eV
- Structure (SMILES): N[C@H]1C[C@@H](CC(=O)O)S(=O)(=O)O[C@@H]1CCCCO.FC(F)C(F)(F)COC(F)(F)C(F)F.FC(F)C(F)(F)COC(F)(F)C(F)F.FC(F)C(F)(F)COC(F)(F)C(F)F.FC(F)C(F)(F)COC(F)(F)C(F)F.FC(F)C(F)(F)COC(F)(F)C(F)F.FC(F)C(F)(F)COC(F)(F)C(F)F


(5)
The following is a quantum chemistry calculation of a 10-piece molecular cluster, C40H80O20 overall in a non-equilibrium geometry, from OMol25.

```
! wB97M-V def2-TZVPD RIJCOSX def2/J DEFGRID3
* xyz 0 1
C -2.800 6.979 10.355
C -4.198 6.405 10.396
O -5.113 7.464 10.742
C -6.384 7.186 10.968
O -7.185 8.029 11.281
O -6.640 5.887 10.896
C -7.909 5.457 11.369
H -2.519 7.270 11.371
H -2.651 7.806 9.669
H -2.098 6.166 10.152
H -4.300 5.635 11.161
H -4.486 5.971 9.438
H -7.992 5.850 12.384
H -8.043 4.382 11.441
H -8.729 5.837 10.764
C -14.839 7.130 18.933
C -13.466 6.867 18.337
O -13.170 5.476 18.389
C -11.926 5.027 18.319
O -10.948 5.734 18.294
O -11.995 3.709 18.393
C -10.818 2.910 18.262
H -14.893 8.215 19.025
H -14.924 6.705 19.932
H -15.618 6.780 18.258
H -12.773 7.471 18.922
H -13.503 7.175 17.292
H -11.041 2.041 17.648
H -10.446 2.493 19.197
H -10.064 3.539 17.793
C -2.088 3.570 12.988
C -2.269 4.927 13.678
O -3.685 5.128 13.806
C -4.065 6.398 13.980
O -3.350 7.364 14.075
O -5.370 6.412 14.207
C -6.007 7.615 14.612
H -2.394 2.760 13.649
H -1.027 3.472 12.763
H -2.729 3.524 12.109
H -1.831 5.733 13.092
H -1.797 4.911 14.660
H -5.556 8.064 15.493
H -7.039 7.325 14.797
H -6.043 8.336 13.793
C -17.059 9.501 16.573
C -16.408 10.587 15.748
O -15.588 11.484 16.489
C -14.451 11.052 17.000
O -14.116 9.902 17.092
O -13.753 12.098 17.416
C -12.388 11.852 17.727
H -17.711 8.872 15.963
H -17.634 9.916 17.402
H -16.336 8.800 16.990
H -17.155 11.196 15.247
H -15.812 10.109 14.965
H -11.939 11.121 17.054
H -12.320 11.381 18.714
H -11.880 12.809 17.747
C -5.668 2.082 12.543
C -6.227 2.471 13.900
O -7.478 3.123 13.653
C -8.235 3.603 14.611
O -8.075 3.482 15.795
O -9.361 4.020 14.018
C -10.371 4.570 14.850
H -5.574 2.940 11.882
H -6.301 1.291 12.140
H -4.684 1.620 12.646
H -5.542 3.134 14.432
H -6.482 1.626 14.544
H -11.279 4.017 14.608
H -10.506 5.640 14.726
H -10.220 4.343 15.904
C -11.310 7.511 10.377
C -12.490 6.900 11.157
C -12.016 5.434 11.249
O -11.073 5.199 10.177
C -10.970 6.396 9.395
H -10.442 7.658 11.022
H -11.567 8.417 9.827
H -13.339 6.979 10.476
H -12.620 7.442 12.089
H -12.854 4.783 11.003
H -11.460 5.235 12.165
H -11.710 6.370 8.585
H -9.969 6.468 8.969
C -16.119 6.071 13.655
C -15.338 6.065 14.980
C -14.044 5.297 14.613
O -14.276 4.700 13.352
C -15.642 4.784 13.009
H -15.866 6.940 13.045
H -17.204 6.099 13.760
H -15.940 5.579 15.754
H -15.175 7.065 15.387
H -13.628 4.636 15.374
H -13.301 6.078 14.408
H -16.173 3.869 13.307
H -15.781 4.746 11.925
C -10.295 8.299 15.923
C -9.196 9.123 15.278
C -9.385 8.837 13.801
O -10.807 8.716 13.690
C -11.439 8.646 14.965
H -10.406 8.576 16.975
H -10.149 7.221 15.994
H -8.196 8.856 15.639
H -9.284 10.192 15.485
H -8.949 7.921 13.390
H -9.022 9.682 13.208
H -12.174 7.843 15.028
H -11.874 9.620 15.204
C -11.601 12.241 13.077
C -11.125 13.422 12.228
C -11.832 13.174 10.898
O -12.277 11.817 10.902
C -11.600 11.173 11.972
H -12.620 12.374 13.439
H -10.957 11.985 13.918
H -10.057 13.541 12.068
H -11.517 14.357 12.641
H -11.100 13.312 10.091
H -12.645 13.863 10.666
H -10.588 10.823 11.739
H -12.112 10.258 12.268
C -8.197 9.522 19.658
C -7.193 8.783 20.511
C -5.876 9.010 19.706
O -6.190 9.850 18.570
C -7.374 10.546 18.912
H -9.059 10.015 20.112
H -8.569 8.845 18.884
H -7.527 7.746 20.559
H -7.091 9.139 21.535
H -5.386 8.126 19.307
H -5.189 9.624 20.297
H -7.863 10.964 18.025
H -7.157 11.471 19.471
*
```

Properties
- Energy relative to the best compared isomer or geometry (same formula, charge and spin): 101.5 kcal/mol
- HOMO energy: -9.08 eV
- Energy: -3076.84860 Ha
- LUMO: 0.57 eV
- Structure (SMILES): CCOC(=O)OC.CCOC(=O)OC.CCOC(=O)OC.CCOC(=O)OC.CCOC(=O)OC.C1CCOC1.C1CCOC1.C1CCOC1.C1CCOC1.C1CCOC1